Computed, not measured: a gas-phase ion, C7H9N2S2 (charge -1) at a distorted geometry, with ωB97M-V with the def2-TZVPD basis set.

The geometry in XYZ format:
```
20
C7H9N2S2, DFT ωB97M-V with the def2-TZVPD basis set
C 2.275 -1.660 -0.050
C 0.683 0.199 -0.027
C 3.229 0.490 -0.279
C -1.681 -0.225 0.238
C 4.540 1.181 -0.256
C -1.958 -0.642 -1.286
C -2.741 -0.251 1.164
N 3.118 -0.791 -0.329
N -0.504 0.282 0.434
S 1.650 -3.112 -0.062
S 1.799 1.387 -0.054
H 4.586 2.198 -0.675
H 4.732 1.351 0.808
H 5.238 0.596 -0.724
H -2.180 0.287 -1.734
H -2.755 -1.423 -1.257
H -1.079 -1.126 -1.564
H -2.913 -1.164 1.907
H -3.738 -0.201 0.770
H -2.788 0.582 1.862
```

Summary:
Molar mass   185.3 g/mol
LUMO level (spin up / spin down)   3.29 / 3.29 eV
Charge   -1
Kohn-Sham gap (spin up / spin down)   4.66 / 4.66 eV